# 1
Here is one molecule with the formula CHClFN at a distorted geometry from OMol25. Energies are from ωB97M-V/def2-TZVPD.

```
5
Properties=species:S:1:pos:R:3:forces:R:3
C 0.136 -0.419 -0.130 2.3 3.3 1.4
N -1.040 -0.242 -0.266 -1.6 -0.1 0.2
F 0.929 -1.385 -0.199 0.7 -0.8 -0.4
Cl 1.257 1.378 0.477 -1.1 -2.5 -0.7
H -1.281 0.668 0.118 -0.4 0.1 -0.5
```
Forces are in eV/Å.

Values from the calculation:
LUMO energy in eV: -0.42
M in g mol⁻¹: 81.477
2S+1: 1
SMILES string: [H]/N=C(/F)Cl
Gap between HOMO and LUMO in eV: 10.59
Energy above the lowest of the compared OMol25 structures with the same formula, charge and spin in eV: 1.0858
DFT total energy in eV: -17781.618

Mulliken analysis output, partial charges in e: C 0.493; N -0.357; F -0.115; Cl -0.353; H 0.332

=====

# 2
Here is C45H58N4RuS2Se2 as an isolated structure at a distorted geometry from OMol25. Energies are from ωB97M-V/def2-TZVPD.

```
112
Properties=species:S:1:pos:R:3:forces:R:3
Ru -0.873 -0.300 0.211 2.0 -0.3 -0.2
C 1.068 5.241 0.356 0.0 0.0 0.0
C -0.280 5.961 0.337 -0.1 0.0 0.0
C -0.391 6.814 1.608 0.0 0.0 0.0
C -0.329 6.869 -0.898 0.0 0.0 0.0
C -1.452 4.981 0.288 0.0 0.0 0.0
C -2.768 5.484 0.260 0.0 0.0 0.0
C -3.858 4.649 0.235 0.0 -0.1 0.0
C -3.633 3.273 0.218 -0.1 0.1 0.0
S -4.814 2.017 0.155 -0.1 0.0 0.0
C -3.560 0.862 0.121 0.1 -0.1 0.0
N -2.333 1.330 0.161 -0.1 0.3 -0.2
C -2.347 2.741 0.222 0.1 -0.2 0.0
C -1.257 3.614 0.278 0.0 -0.1 0.0
C -3.785 -0.568 -0.014 0.1 0.1 -0.1
C -5.058 -1.121 -0.033 -0.1 0.0 -0.1
C -5.208 -2.486 -0.217 0.0 0.0 0.0
C -4.080 -3.272 -0.381 0.0 0.0 -0.1
C -2.806 -2.711 -0.341 -0.1 0.1 0.0
C -2.619 -1.339 -0.162 -0.5 0.2 0.9
H 1.872 5.978 0.373 0.0 0.0 0.0
H 1.204 4.616 -0.533 0.0 0.0 0.0
H 1.179 4.610 1.242 0.0 0.0 0.0
H 0.456 7.499 1.678 0.0 0.0 0.0
H -0.400 6.185 2.500 0.0 0.0 0.0
H -1.302 7.413 1.613 0.0 0.0 0.0
H 0.520 7.556 -0.892 0.0 0.0 0.0
H -1.238 7.470 -0.925 0.0 0.0 0.0
H -0.288 6.280 -1.818 0.0 0.0 0.0
H -2.936 6.553 0.255 0.0 0.0 0.0
H -4.864 5.048 0.218 0.0 0.0 0.0
H -0.264 3.206 0.305 0.0 0.0 0.0
H -5.933 -0.494 0.092 0.0 0.0 0.0
H -6.194 -2.929 -0.239 0.0 0.0 0.0
H -4.184 -4.340 -0.528 0.0 0.0 0.0
H -1.971 -3.381 -0.437 0.0 0.0 0.1
C -0.285 -0.292 4.565 0.1 -0.1 0.0
Se -0.544 0.803 2.977 -0.6 0.0 -0.4
C 1.048 1.914 3.187 0.1 0.0 -0.1
C 2.347 1.199 3.530 0.0 -0.1 0.2
Se 2.630 -0.549 2.689 0.0 0.0 -0.1
C 4.532 -0.332 2.360 0.0 0.0 0.0
H -1.023 -1.084 4.562 0.0 0.0 0.0
H -0.437 0.352 5.428 0.0 0.0 0.0
H 0.709 -0.731 4.574 0.0 0.0 0.0
H 0.796 2.608 3.989 -0.1 0.0 0.0
H 1.118 2.476 2.261 0.0 0.0 0.0
H 2.414 1.050 4.606 0.0 0.0 0.0
H 3.188 1.822 3.229 0.0 0.0 0.0
H 4.704 0.566 1.772 0.0 0.0 0.0
H 4.861 -1.206 1.802 0.0 0.0 0.0
H 5.079 -0.283 3.297 0.0 0.0 0.0
C 3.621 2.281 -4.196 0.0 0.0 0.0
C 2.263 2.125 -3.603 0.1 0.0 0.0
C 1.083 2.263 -4.277 0.0 0.0 0.0
C -0.118 2.056 -3.579 -0.1 0.0 -0.1
N -0.141 1.730 -2.287 0.1 -0.1 0.1
C 1.008 1.634 -1.626 -0.3 0.3 -0.1
S 1.083 1.272 0.043 0.0 -0.1 0.1
N 2.186 1.822 -2.283 0.0 0.1 0.0
C -1.437 2.210 -4.257 0.0 0.0 0.0
H 3.567 2.282 -5.281 0.0 0.0 0.0
H 4.280 1.473 -3.875 0.0 0.0 0.0
H 4.065 3.225 -3.873 0.0 0.0 0.0
H 1.082 2.514 -5.327 0.0 0.0 0.0
H 3.036 1.724 -1.740 0.0 0.0 0.0
H -1.370 2.019 -5.325 0.0 0.0 0.0
H -1.779 3.240 -4.119 0.0 0.0 0.0
H -2.174 1.556 -3.795 0.0 0.0 0.0
C -3.047 -2.716 4.173 0.0 0.0 -0.1
C -1.922 -3.202 3.301 0.2 0.0 0.0
C -1.454 -4.512 3.397 -0.1 -0.1 0.0
C -0.454 -5.007 2.563 -0.1 0.0 0.1
C 0.039 -6.424 2.699 0.0 0.0 0.0
C 0.066 -4.183 1.581 0.0 0.2 -0.1
C -0.376 -2.852 1.433 0.2 -0.2 0.3
C -1.349 -2.390 2.345 0.0 0.0 -0.2
N -0.011 -1.992 0.385 -0.4 0.3 0.1
C 0.835 -2.515 -0.743 -0.2 -0.3 -0.1
C 0.169 -3.702 -1.488 0.1 0.0 0.1
C 1.063 -4.167 -2.641 0.0 0.0 0.0
C 2.455 -4.539 -2.121 0.0 0.1 0.0
C 3.105 -3.308 -1.478 0.0 0.0 0.0
C 3.200 -2.174 -2.504 0.0 0.0 0.1
C 1.790 -1.826 -2.992 0.0 0.0 -0.1
C 1.171 -3.044 -3.669 0.0 0.0 0.0
C 0.982 -1.393 -1.764 -0.2 -0.1 0.0
C 2.265 -2.868 -0.269 0.0 0.1 0.0
H -3.052 -3.221 5.138 0.0 0.0 0.0
H -4.005 -2.917 3.690 0.0 0.0 0.0
H -2.996 -1.641 4.343 0.0 0.0 0.0
H -1.897 -5.175 4.132 0.0 0.0 0.0
H -0.417 -6.922 3.552 0.0 0.0 0.0
H 1.121 -6.448 2.830 0.0 0.0 0.0
H -0.198 -7.004 1.806 0.0 0.0 0.0
H 0.809 -4.601 0.927 0.0 0.0 0.1
H -1.668 -1.363 2.233 -0.4 -0.4 0.1
H -0.782 -3.363 -1.901 0.0 0.0 0.0
H -0.034 -4.537 -0.822 -0.1 0.0 0.0
H 0.596 -5.039 -3.102 0.0 0.0 0.0
H 3.073 -4.909 -2.942 0.0 0.0 0.0
H 2.381 -5.346 -1.386 0.0 0.0 0.0
H 4.105 -3.562 -1.121 0.0 0.0 0.0
H 3.827 -2.478 -3.345 0.0 0.0 0.0
H 3.670 -1.300 -2.039 0.0 0.0 0.0
H 1.830 -0.993 -3.702 0.0 0.0 0.0
H 1.797 -3.359 -4.507 0.0 0.0 0.0
H 0.182 -2.803 -4.072 0.0 0.0 0.0
H -0.023 -1.022 -2.064 0.0 0.0 0.0
H 1.521 -0.598 -1.275 0.1 0.0 0.0
H 2.693 -1.981 0.206 0.0 0.0 0.0
H 2.272 -3.659 0.474 0.0 0.0 0.0
```
Forces are in eV/Å.

Values from the calculation:
LUMO energy (alpha / beta) in eV: -7.20 / -7.20
Charge: +2
M in g mol⁻¹: 978.111
2S+1: 1
Gap between HOMO and LUMO (alpha / beta) in eV: 5.50 / 5.49
DFT total energy in eV: -208499.421

Results of the Mulliken charge analysis, in e, for atoms 1 through 6: Ru -0.732; C -1.398; C 1.913; C -1.704; C -1.675; C 0.320

=====

# 3
Here is one molecule with the formula C4H4N2 at a distorted geometry from OMol25. Energies are from ωB97M-V/def2-TZVPD.

```
10
Properties=species:S:1:pos:R:3:forces:R:3
C 1.155 0.726 -0.028 -0.2 -0.2 0.0
C 1.147 -0.681 -0.075 -0.3 -0.1 0.0
N 0.011 -1.369 -0.049 -0.1 0.0 0.0
C -1.119 -0.687 0.026 -0.1 0.0 0.0
C -1.124 0.699 0.074 0.0 0.0 0.0
N 0.006 1.407 0.046 0.0 -0.3 0.0
H 2.046 1.362 -0.045 -0.1 -0.6 0.0
H 1.957 -1.400 -0.133 0.8 0.9 0.0
H -2.014 -1.300 0.047 -0.2 0.3 0.0
H -2.064 1.242 0.136 0.2 0.0 0.0
```
Forces are in eV/Å.

Values from the calculation:
LUMO energy in eV: 0.57
M in g mol⁻¹: 80.090
2S+1: 1
SMILES string: c1cnccn1
Gap between HOMO and LUMO in eV: 10.29
Energy above the lowest of the compared OMol25 structures with the same formula, charge and spin in eV: 0.3161
DFT total energy in eV: -7192.372

Results of the Mulliken charge analysis, in e, for atoms 1 through 6: C -0.238; C -0.034; N -0.538; C -0.046; C -0.121; N -0.514

=====

# 4
Here is C16H34AsBCrNO6S2Si3 as an isolated structure from OMol25. Energies are from ωB97M-V/def2-TZVPD.

```
65
Properties=species:S:1:pos:R:3:forces:R:3
Cr -0.146 -0.199 1.696 -0.2 0.1 0.4
O 0.444 3.410 3.387 0.0 0.0 0.0
S -0.279 2.235 2.992 -0.1 -0.1 -0.1
O 0.052 0.999 3.703 0.0 -0.1 0.1
O -0.174 1.909 1.541 0.0 -0.1 0.0
C -2.021 2.621 3.236 0.1 0.1 0.0
C -2.249 3.782 3.963 0.0 0.0 0.0
C -3.534 4.252 4.189 0.0 0.0 0.0
C -4.611 3.558 3.670 0.0 0.0 0.0
C -4.393 2.392 2.951 -0.1 0.0 0.0
C -3.114 1.902 2.726 0.0 -0.1 0.0
S -3.050 0.314 1.856 0.2 0.1 -0.1
O -2.424 0.534 0.552 -0.1 0.1 0.0
O -4.414 -0.143 1.804 0.0 0.0 0.1
O -2.149 -0.491 2.699 0.2 0.0 -0.1
H -1.396 4.327 4.340 0.0 0.0 0.0
H -3.678 5.158 4.763 0.0 0.0 0.0
H -5.623 3.909 3.825 0.0 0.0 0.0
H -5.226 1.824 2.563 0.0 0.0 0.0
B 1.390 -4.615 2.695 0.0 0.1 -0.1
C 0.845 -3.160 2.404 0.1 0.1 0.1
N 0.487 -2.085 2.177 -0.1 0.1 -0.2
H 2.436 -4.715 2.085 0.0 0.0 0.0
H 1.556 -4.708 3.889 0.0 0.0 0.0
H 0.557 -5.394 2.282 0.0 0.0 0.0
C -1.581 -2.871 -1.187 0.0 0.1 -0.1
Si -0.875 -1.456 -2.184 0.0 -0.1 0.1
C 0.027 -2.099 -3.706 -0.1 0.0 0.0
C -2.226 -0.282 -2.727 0.1 -0.1 0.0
As 0.635 -0.360 -0.755 0.2 0.1 -0.1
Si 1.015 1.756 -1.715 -0.1 0.0 0.0
C 1.351 1.605 -3.564 0.1 0.0 0.0
C -0.508 2.820 -1.516 0.1 0.0 -0.1
C 2.506 2.492 -0.853 0.0 0.0 -0.1
Si 2.661 -1.558 -0.892 0.0 0.0 0.0
C 2.270 -3.388 -0.928 0.1 0.0 0.0
C 3.677 -1.139 -2.422 0.1 0.0 0.1
C 3.665 -1.087 0.616 0.0 0.0 0.0
H -2.374 -3.371 -1.750 0.0 0.0 0.0
H -2.013 -2.502 -0.254 0.0 0.0 0.0
H -0.820 -3.612 -0.938 0.0 0.0 0.0
H -0.689 -2.633 -4.339 0.0 0.0 0.0
H 0.821 -2.799 -3.447 0.0 0.0 0.0
H 0.460 -1.291 -4.297 0.0 0.1 0.0
H -3.004 -0.869 -3.225 0.0 0.0 0.0
H -1.860 0.457 -3.442 0.0 0.0 0.0
H -2.667 0.226 -1.870 0.0 0.0 0.1
H 0.420 1.427 -4.108 0.0 0.0 0.0
H 2.052 0.810 -3.827 0.0 0.0 0.1
H 1.765 2.552 -3.923 0.0 0.0 0.0
H -1.362 2.389 -2.039 0.0 0.0 0.0
H -0.300 3.800 -1.961 0.0 0.0 0.0
H -0.776 2.951 -0.471 0.0 0.0 0.1
H 3.427 1.990 -1.161 0.0 0.0 0.0
H 2.414 2.424 0.232 0.0 0.0 0.0
H 2.595 3.549 -1.118 0.0 0.0 0.0
H 1.893 -3.685 -1.909 0.0 0.0 0.1
H 1.547 -3.686 -0.170 0.0 0.0 0.1
H 3.183 -3.958 -0.734 0.0 0.0 0.0
H 3.230 -1.533 -3.336 0.0 0.0 0.0
H 4.656 -1.613 -2.298 0.0 0.0 -0.1
H 3.852 -0.069 -2.554 -0.1 0.0 0.1
H 3.070 -1.119 1.530 0.0 0.0 0.0
H 4.089 -0.086 0.514 0.0 0.0 0.0
H 4.488 -1.796 0.738 0.0 0.0 0.0
```
Forces are in eV/Å.

Values from the calculation:
LUMO energy (alpha / beta) in eV: 2.47 / 2.48
Charge: -1
M in g mol⁻¹: 622.571
⟨S²⟩: 6.014
2S+1: 5
Gap between HOMO and LUMO (alpha / beta) in eV: 8.44 / 9.24
Energy above the lowest of the compared OMol25 structures with the same formula, charge and spin in eV: 0.2079
DFT total energy in eV: -166166.956

Results of the Mulliken charge analysis, in e, for atoms 1 through 6: Cr 0.494; O -0.731; S 1.577; O -0.692; O -0.252; C -0.030

=====

# 5
Here is C43H33Ge2MoNO4 as an isolated structure from OMol25. Energies are from ωB97M-V/def2-TZVPD.

```
84
Properties=species:S:1:pos:R:3:forces:R:3
Mo 0.205 -1.158 -0.374 0.1 0.4 -0.5
O -0.749 -4.606 5.613 0.0 0.1 0.0
C -1.046 -3.405 5.499 0.0 0.0 0.0
O -1.529 -2.594 6.311 0.0 0.0 0.0
C -0.775 -2.808 4.090 0.0 0.2 -0.1
C -0.964 -1.447 3.850 0.0 -0.2 0.0
C -0.714 -0.923 2.599 0.0 -0.1 0.1
N -0.328 -1.701 1.580 0.0 -0.8 0.3
C -0.188 -3.041 1.790 0.0 0.3 -0.2
C -0.358 -3.611 3.030 -0.1 0.1 0.0
C 0.114 -3.850 0.530 0.0 0.0 0.5
O 0.525 -4.986 0.583 -0.1 -0.1 0.1
O -0.124 -3.178 -0.562 -0.1 0.1 -0.3
H -1.310 -0.828 4.667 0.0 0.0 0.0
H -0.819 0.129 2.368 0.0 0.0 0.0
H -0.204 -4.670 3.182 0.0 0.0 0.0
C 4.186 -0.832 -0.308 0.0 -0.1 -0.2
Ge 2.454 -0.149 -0.939 -0.3 0.3 0.6
C 1.687 -1.218 -2.430 0.3 0.0 -0.2
C 0.701 -0.647 -3.251 0.0 0.0 0.1
C 0.032 -1.410 -4.204 0.0 0.0 0.0
C 0.336 -2.753 -4.345 0.0 0.0 0.0
C 1.305 -3.343 -3.539 0.0 0.0 0.0
C 1.963 -2.586 -2.589 0.0 0.0 0.0
C 2.625 1.742 -1.452 0.0 0.0 -0.2
C 1.859 2.660 -0.781 0.0 0.0 0.0
C 1.955 4.045 -1.047 0.0 0.0 0.0
C 2.818 4.503 -1.996 0.0 0.0 0.0
C 3.618 3.595 -2.737 0.0 0.0 0.0
C 4.499 4.049 -3.749 0.0 0.0 0.0
C 5.239 3.167 -4.482 0.0 0.0 0.0
C 5.124 1.781 -4.240 0.0 0.0 0.0
C 4.287 1.318 -3.265 0.0 0.0 0.0
C 3.515 2.207 -2.471 0.0 0.0 0.0
H 5.015 -0.576 -0.967 0.0 0.0 0.0
H 4.151 -1.916 -0.187 0.0 0.0 0.0
H 4.373 -0.395 0.673 0.0 0.0 0.0
H 0.482 0.410 -3.161 0.0 0.0 0.0
H -0.725 -0.952 -4.830 0.0 0.0 0.0
H -0.191 -3.349 -5.081 0.0 0.0 0.0
H 1.523 -4.399 -3.633 0.0 0.0 0.0
H 2.679 -3.071 -1.934 0.0 0.0 0.0
H 1.156 2.308 -0.034 0.0 0.0 0.0
H 1.334 4.739 -0.493 0.0 0.0 0.0
H 2.901 5.563 -2.207 0.0 0.0 0.0
H 4.569 5.115 -3.935 0.0 0.0 0.0
H 5.907 3.525 -5.255 0.0 0.0 0.0
H 5.698 1.083 -4.835 0.0 0.0 0.0
H 4.189 0.252 -3.103 0.0 0.0 0.0
C -0.872 0.180 -0.608 0.2 -0.3 -0.4
Ge -2.684 0.617 -1.096 0.0 0.1 0.3
C -3.013 0.487 -3.015 0.0 0.0 0.0
C -2.492 1.463 -3.865 0.1 0.0 0.0
C -2.672 1.381 -5.239 0.0 0.0 0.0
C -3.391 0.323 -5.782 0.0 0.0 0.0
C -3.931 -0.644 -4.945 0.0 0.0 0.0
C -3.740 -0.562 -3.572 0.0 0.0 0.0
C -3.011 2.458 -0.525 0.0 0.0 0.0
C -2.000 3.150 0.140 0.0 0.0 0.0
C -2.191 4.460 0.559 0.0 0.0 0.0
C -3.401 5.096 0.319 0.0 0.0 0.0
C -4.417 4.419 -0.342 0.0 0.0 0.0
C -4.220 3.111 -0.761 0.0 0.0 0.0
C -3.697 -0.678 -0.046 0.0 0.0 0.0
C -3.411 -2.036 -0.210 0.0 0.0 0.0
C -3.893 -2.978 0.686 0.0 0.0 0.0
C -4.668 -2.573 1.767 0.0 0.0 0.0
C -4.967 -1.230 1.936 0.0 0.0 0.0
C -4.482 -0.289 1.034 -0.1 0.0 0.0
H -1.926 2.292 -3.451 0.0 0.0 0.0
H -2.252 2.141 -5.886 0.0 0.0 0.0
H -3.535 0.258 -6.853 0.0 0.0 0.0
H -4.494 -1.470 -5.363 0.0 0.0 0.0
H -4.160 -1.329 -2.930 0.0 0.0 0.0
H -1.054 2.652 0.327 0.0 0.0 0.0
H -1.396 4.984 1.076 0.0 0.0 0.0
H -3.553 6.117 0.647 0.0 0.0 0.0
H -5.363 4.912 -0.531 0.0 0.0 0.0
H -5.021 2.596 -1.283 0.0 0.0 0.0
H -2.756 -2.366 -1.012 0.0 0.0 0.0
H -3.637 -4.022 0.561 0.0 0.0 0.0
H -5.017 -3.302 2.487 0.0 0.0 0.0
H -5.555 -0.910 2.787 0.0 0.0 0.0
H -4.697 0.763 1.195 0.0 0.0 0.0
```
Forces are in eV/Å.

Values from the calculation:
LUMO energy (alpha / beta) in eV: 2.17 / 2.00
Charge: -1
M in g mol⁻¹: 868.900
⟨S²⟩: 0.772
2S+1: 2
Gap between HOMO and LUMO (alpha / beta) in eV: 7.68 / 7.53
Energy above the lowest of the compared OMol25 structures with the same formula, charge and spin in eV: 0.1885
DFT total energy in eV: -169696.252

Results of the Mulliken charge analysis, in e, for atoms 1 through 6: Mo -1.313; O -0.717; C 0.435; O -0.735; C 0.314; C -0.952

=====

# 6
Here is C18H15RhS5Si as an isolated structure at a distorted geometry from OMol25. Energies are from ωB97M-V/def2-TZVPD.

```
40
Properties=species:S:1:pos:R:3:forces:R:3
Rh 3.095 0.041 0.238 0.2 0.0 -0.2
S 5.437 0.059 -0.105 0.4 -0.2 0.0
S 6.454 1.726 -0.373 -0.1 0.1 0.0
S 4.416 3.613 0.299 0.6 0.2 0.1
S 2.904 2.352 0.061 -0.9 -0.5 -0.1
C -1.243 3.444 -2.295 0.0 0.0 0.0
C -1.760 3.020 -1.080 -0.1 0.1 0.0
C -1.187 1.942 -0.415 0.0 0.0 0.0
C -0.088 1.263 -0.941 0.2 -0.1 0.2
C 0.413 1.706 -2.167 0.0 -0.1 0.0
C -0.154 2.777 -2.841 0.0 0.0 0.0
Si 0.777 -0.196 -0.021 -0.5 0.2 0.4
C -0.120 -1.692 -0.858 0.4 0.1 0.0
C -1.218 -1.517 -1.703 0.0 0.0 0.1
C -1.849 -2.597 -2.311 -0.1 0.0 0.0
C -1.392 -3.887 -2.087 0.0 0.0 0.0
C -0.307 -4.086 -1.243 0.0 0.0 0.0
C 0.317 -3.002 -0.641 0.0 0.0 0.0
C -0.093 -0.145 1.705 0.1 -0.1 -0.3
C -1.215 -0.908 2.031 0.0 0.1 0.0
C -1.786 -0.852 3.298 -0.1 0.0 0.0
C -1.246 -0.021 4.268 0.0 0.0 0.0
C -0.133 0.752 3.962 0.0 0.0 0.0
C 0.437 0.683 2.699 0.0 0.1 0.0
H -1.676 4.297 -2.807 0.0 0.0 0.0
H -2.606 3.539 -0.641 0.0 0.0 0.0
H -1.598 1.624 0.537 0.0 0.0 0.0
H 1.281 1.208 -2.586 0.0 0.1 0.0
H 0.269 3.112 -3.782 0.0 0.0 0.0
H -1.589 -0.515 -1.886 0.0 0.0 0.0
H -2.698 -2.429 -2.966 0.0 0.0 0.0
H -1.870 -4.731 -2.574 0.0 0.0 0.0
H 0.059 -5.091 -1.061 0.0 0.0 0.0
H 1.172 -3.163 0.007 0.0 0.0 -0.1
H -1.647 -1.560 1.279 0.0 0.0 0.0
H -2.653 -1.465 3.530 0.0 0.0 0.0
H -1.685 0.018 5.260 0.0 0.0 0.0
H 0.299 1.401 4.717 0.0 0.0 0.0
H 1.319 1.273 2.469 0.0 0.0 0.0
S 3.167 -1.996 1.024 -0.1 0.4 -0.1
```
Forces are in eV/Å.

Values from the calculation:
LUMO energy (alpha / beta) in eV: 4.77 / 4.76
Charge: -2
M in g mol⁻¹: 522.645
⟨S²⟩: 6.032
2S+1: 5
Gap between HOMO and LUMO (alpha / beta) in eV: 5.07 / 5.51
DFT total energy in eV: -83973.439

Results of the Mulliken charge analysis, in e, for atoms 1 through 6: Rh -0.362; S -0.102; S -0.330; S -0.342; S -0.387; C -0.359